Record 1
Entry from the Open Molecules 2025 dataset: a 8-piece molecular cluster, C53H104BF4N7O7 overall in a non-equilibrium geometry (the ωB97M-V functional and the def2-TZVPD basis).

LUMO level = -11.723 eV
Spin multiplicity = 1
Total charge = +4
Strongest force on any atom = 9.9 eV/A
E_HOMO = -13.5 eV
HOMO-LUMO gap = 1.769 eV

Geometry as XYZ:
```
176
Properties=species:S:1:pos:R:3:forces:R:3
C -3.954 1.162 -0.793 -0.195 1.100 0.072
C -4.156 0.127 -1.920 3.009 -1.585 0.061
C -4.137 -1.290 -1.332 -3.134 -1.568 0.463
C -5.551 -1.672 -0.777 0.396 0.223 0.146
C -6.614 -1.514 -1.849 0.355 0.081 0.147
C -6.796 -0.084 -2.356 -0.672 -0.584 -1.038
N -5.397 0.396 -2.742 2.438 6.886 -4.125
O -5.147 1.360 -3.750 -2.477 -6.593 6.323
C -7.464 0.742 -1.209 1.653 1.408 -0.113
C -7.637 -0.132 -3.648 0.204 0.085 1.079
C -2.832 0.079 -2.820 -1.408 1.291 -1.111
H -4.781 1.360 -0.111 -0.226 -0.395 -0.254
H -3.671 2.136 -1.192 -0.101 -0.009 -0.311
H -3.109 0.869 -0.171 0.038 -0.447 -0.212
H -3.366 -1.509 -0.594 0.109 0.848 -0.028
H -4.031 -2.065 -2.092 0.474 0.315 -0.518
H -5.818 -1.067 0.090 0.064 -0.029 0.143
H -5.595 -2.716 -0.467 0.305 0.006 0.148
H -7.595 -1.757 -1.439 0.046 -0.319 -0.174
H -6.399 -2.149 -2.708 -0.063 -0.251 0.066
H -6.713 0.822 -0.424 -0.264 0.129 0.158
H -8.369 0.366 -0.732 0.064 -0.717 -0.717
H -7.674 1.759 -1.541 -0.010 -0.008 -0.110
H -8.568 -0.585 -3.308 -0.253 0.281 -0.236
H -7.195 -0.853 -4.335 0.049 0.430 -0.313
H -7.793 0.877 -4.032 -0.104 -0.325 -0.306
H -1.856 0.109 -2.335 -0.522 -0.180 0.855
H -2.850 0.954 -3.468 0.054 0.070 0.010
H -2.880 -0.784 -3.484 -0.016 -0.084 0.107
C 2.587 -5.131 -3.442 1.314 -0.210 -0.525
C 1.085 -5.104 -3.455 -1.531 -0.924 0.428
C 0.438 -6.369 -2.842 0.464 -1.168 1.533
C 0.370 -6.502 -1.297 -0.725 1.864 -0.093
C -0.394 -5.265 -0.714 0.372 -0.242 -1.432
C 0.232 -3.859 -1.144 0.468 -1.533 1.150
N 0.634 -3.889 -2.608 3.610 6.567 -0.732
O 1.134 -2.649 -3.011 -3.159 -6.787 1.632
C 1.579 -3.688 -0.344 0.388 0.223 -0.638
C -0.745 -2.728 -0.798 0.295 0.089 -1.182
C 0.576 -4.939 -4.904 -1.142 0.624 0.301
H 2.991 -4.301 -4.022 -0.056 0.207 0.276
H 2.886 -6.013 -4.008 -0.210 -0.164 -0.110
H 3.133 -5.239 -2.505 -0.512 0.266 0.260
H 1.030 -7.258 -3.058 0.259 0.259 -0.968
H -0.551 -6.592 -3.242 -0.039 0.437 -0.088
H 1.333 -6.591 -0.793 0.256 0.174 -0.319
H -0.145 -7.420 -1.013 -0.214 0.079 -0.243
H -0.501 -5.479 0.349 0.256 0.989 0.166
H -1.402 -5.203 -1.124 -0.249 -0.464 -0.028
H 1.353 -3.540 0.712 -0.018 -0.292 0.072
H 2.174 -2.833 -0.665 -0.438 0.308 -0.165
H 2.252 -4.530 -0.508 -0.307 -0.225 0.377
H -0.366 -1.729 -1.012 0.480 -0.089 0.516
H -1.007 -2.849 0.253 -0.077 0.227 -0.188
H -1.608 -2.780 -1.461 -0.366 -0.443 0.266
H 1.383 -4.903 -5.637 -0.275 0.374 0.102
H -0.123 -4.104 -4.891 0.775 0.924 -0.471
H -0.201 -5.632 -5.227 0.691 -1.061 0.319
C -5.298 -4.982 4.401 1.169 -0.695 1.095
C -3.824 -4.468 4.573 -0.767 1.243 -2.441
C -3.080 -4.730 3.166 -0.026 -0.102 -0.490
C -1.758 -3.971 2.870 -0.937 -0.218 2.641
C -2.103 -2.496 2.985 0.428 0.343 -0.121
C -2.955 -1.977 4.175 -0.032 1.397 -0.639
N -3.984 -2.935 4.648 -4.788 2.587 6.114
O -5.025 -2.441 5.525 6.827 -3.105 -6.014
C -3.611 -0.641 3.750 -1.094 -0.214 -0.274
C -2.054 -1.537 5.357 0.383 -0.747 1.155
C -3.083 -4.853 5.890 0.420 0.629 -0.824
H -5.977 -4.345 3.834 0.266 0.357 0.421
H -5.563 -5.154 5.444 -1.033 0.015 -0.344
H -5.312 -5.933 3.869 0.324 -0.128 0.214
H -3.781 -4.476 2.370 -0.506 0.321 0.144
H -3.004 -5.807 3.014 0.271 -0.132 0.547
H -1.191 -4.148 1.957 -0.579 -0.395 -0.046
H -1.131 -4.308 3.696 0.699 0.404 -0.072
H -2.554 -2.188 2.042 -0.447 0.084 0.020
H -1.205 -1.880 3.036 0.143 -0.040 0.034
H -4.295 -0.209 4.481 0.047 -0.419 0.256
H -4.192 -0.881 2.860 -0.023 0.494 -0.228
H -2.872 0.140 3.572 0.206 -0.499 -0.392
H -1.577 -0.562 5.264 -0.317 0.001 -0.872
H -1.223 -2.236 5.449 -0.113 -0.196 0.478
H -2.679 -1.427 6.243 0.200 -0.425 0.197
H -3.614 -4.656 6.821 -0.613 -0.357 -0.362
H -2.204 -4.216 5.991 0.315 -0.249 -0.214
H -2.750 -5.885 5.772 -0.129 -0.012 0.216
C 4.028 4.087 5.013 -2.317 -0.526 -0.061
C 2.697 4.388 4.085 -0.100 0.724 1.304
C 1.466 3.479 4.356 1.515 -1.921 0.259
C 0.159 3.900 3.733 0.095 1.257 0.791
C -0.212 5.184 4.513 -0.428 -0.840 0.274
C 0.777 6.355 4.418 -1.219 0.340 -0.269
N 2.201 5.770 4.498 6.374 7.476 -1.297
O 3.224 6.822 4.598 -6.626 -7.117 -0.357
C 0.547 7.322 5.581 1.677 1.369 0.342
C 0.597 7.124 3.031 0.960 -0.688 -0.850
C 3.047 4.386 2.539 0.844 -0.357 0.750
H 3.729 3.916 6.047 -0.640 0.283 0.093
H 4.774 4.875 5.116 0.001 -0.206 -0.997
H 4.337 3.071 4.767 0.620 0.344 -0.620
H 1.358 3.223 5.410 -0.172 0.940 0.430
H 1.825 2.487 4.080 -0.139 -0.158 -0.926
H -0.652 3.191 3.898 0.379 -0.205 -0.023
H 0.228 4.044 2.655 0.012 0.075 0.059
H -0.303 4.944 5.572 0.415 -0.366 0.183
H -1.260 5.421 4.329 0.253 0.926 -0.614
H -0.302 7.984 5.411 -0.566 -0.835 0.255
H 1.315 8.090 5.671 0.513 0.093 -0.945
H 0.724 6.946 6.589 -1.148 -0.799 -0.061
H -0.281 6.844 2.449 -0.485 -0.339 0.811
H 1.366 6.813 2.324 0.404 0.121 0.185
H 0.613 8.214 3.021 0.226 -0.093 0.822
H 2.386 4.835 1.798 -0.123 0.386 0.592
H 3.096 3.337 2.247 -0.185 -0.205 0.308
H 4.077 4.734 2.461 -0.184 0.473 -0.229
C 6.691 4.062 -2.022 -0.310 0.575 -0.046
C 6.223 2.608 -2.232 1.202 1.599 -0.018
C 7.368 1.698 -1.853 0.089 -1.419 -0.785
C 6.964 0.197 -1.885 0.714 1.513 1.964
C 5.971 -0.036 -0.748 1.196 -0.901 -0.910
C 4.693 0.759 -0.852 0.146 -0.864 1.527
N 5.022 2.253 -1.262 -5.801 4.669 0.183
O 4.072 3.238 -0.986 6.465 -6.649 -1.669
C 4.042 0.703 0.569 -1.407 0.830 -0.445
C 3.734 0.108 -1.923 -0.176 2.200 -0.296
C 5.793 2.484 -3.705 -0.878 -0.831 -0.380
H 7.197 4.292 -1.084 -0.798 -0.292 0.561
H 5.895 4.762 -2.275 0.008 0.105 0.440
H 7.516 4.347 -2.675 -0.134 -0.717 -0.713
H 7.829 2.118 -0.959 -0.118 -0.722 0.410
H 8.172 1.664 -2.589 -0.153 1.116 -0.365
H 7.886 -0.304 -1.588 -0.130 -0.514 -0.533
H 6.655 -0.042 -2.902 -0.078 -0.375 0.242
H 6.485 0.065 0.208 -0.008 0.697 0.022
H 5.760 -1.105 -0.718 -0.757 -0.014 -0.129
H 2.971 0.892 0.502 -0.103 0.041 -0.129
H 4.386 1.420 1.314 0.636 0.155 -0.391
H 4.105 -0.271 1.055 0.425 -0.275 -0.520
H 3.320 -0.861 -1.645 0.177 0.288 0.552
H 4.091 0.036 -2.951 0.812 -0.189 0.238
H 2.977 0.887 -2.014 -0.713 -0.495 0.200
H 5.457 1.476 -3.947 -0.454 0.024 0.163
H 6.587 2.600 -4.442 0.685 0.337 0.727
H 5.054 3.226 -4.009 -0.246 -0.080 0.351
C 0.697 1.953 -2.827 0.155 -0.116 -0.306
C 1.106 1.134 -4.059 -0.865 -0.700 0.688
N 0.602 1.770 -5.272 -0.833 2.391 -3.301
C -0.759 2.048 -5.532 -0.190 0.259 0.464
C -0.931 2.922 -6.591 3.230 -0.623 0.736
N 0.391 3.173 -7.032 0.858 -3.184 3.017
C 1.290 2.446 -6.243 -2.526 0.806 0.560
C 0.829 3.956 -8.126 0.993 0.681 -1.644
H -0.341 2.283 -2.778 -0.012 0.036 -0.571
H 1.350 2.824 -2.883 -0.153 0.208 0.740
H 0.762 1.379 -1.903 0.666 0.096 -0.036
H 0.700 0.123 -4.038 -0.129 -0.048 0.004
H 2.188 0.999 -4.073 -0.075 0.326 -0.486
H -1.473 1.652 -4.825 -0.087 0.072 -0.353
H -1.699 3.515 -7.065 -0.397 -0.566 0.264
H 2.365 2.539 -6.217 -0.082 -0.031 -0.517
H 1.565 3.419 -8.725 0.076 -0.264 0.213
H 1.349 4.838 -7.753 -0.506 0.326 -0.277
H 0.036 4.128 -8.854 -0.161 0.465 0.490
C 1.715 -1.135 3.148 -1.732 1.707 0.366
C 2.151 -2.482 3.507 -0.832 1.223 2.050
O 1.674 -3.063 4.474 -2.127 -0.757 1.874
O 3.046 -2.958 2.883 4.156 -2.228 -4.022
H 1.220 -0.705 4.019 -0.143 0.145 0.120
H 0.927 -1.263 2.407 0.111 0.458 -0.424
H 2.467 -0.407 2.844 0.104 -0.425 -0.363
B -0.375 1.046 0.708 -1.229 0.454 2.976
F -0.116 1.829 1.875 -0.304 -0.127 -0.101
F 0.774 0.404 0.447 1.650 -0.836 -1.672
F -1.366 0.056 1.019 -0.229 -0.026 -0.193
F -0.900 1.894 -0.231 -0.048 0.309 -1.389
```
Positions in Å, forces in eV/Å.

=====

Record 2
Entry from the Open Molecules 2025 dataset: a 2-piece molecular cluster, C2H5NO2 overall in a non-equilibrium geometry (the ωB97M-V functional and the def2-TZVPD basis).

LUMO level = 0.958 eV
Energy relative to the best compared isomer or geometry (same formula, charge and spin) = 2.235 eV
Spin multiplicity = 1
Total charge = 0
Strongest force on any atom = 2.8 eV/A
E_HOMO = -9.9 eV
HOMO-LUMO gap = 10.866 eV

Geometry as XYZ:
```
10
Properties=species:S:1:pos:R:3:forces:R:3
C -1.942 -0.238 -0.076 -0.108 -0.394 0.056
C 1.630 0.165 0.122 -1.418 0.104 -0.255
N 0.604 0.854 -0.027 -1.092 2.610 0.086
O -1.153 -1.084 0.202 -0.218 -1.408 0.436
O 1.579 -1.116 -0.105 0.806 -2.188 -0.435
H -2.955 -0.163 0.220 -1.584 -0.814 1.180
H -1.737 0.567 -0.687 1.281 1.897 -1.675
H 2.528 0.608 0.429 1.759 -0.187 0.511
H 0.779 1.828 0.262 0.023 -0.525 -0.354
H 0.666 -1.423 -0.340 0.550 0.904 0.452
```
Positions in Å, forces in eV/Å.